{"formula": "C3H5N3O", "method": "ωB97M-V/def2-TZVPD", "e_above_lowest_kcal_mol": 10.69, "homo_ha": -0.28739, "lumo_ev": 0.8, "smiles": "Nc1c[nH]c(=O)[nH]1", "largest_force_ev_per_a": 2.5, "symbols": ["N", "C", "C", "N", "C", "O", "N", "H", "H", "H", "H", "H"], "coordinates": [[2.080562, -0.208456, 0.065411], [0.703782, 0.005861, 0.026060], [-0.054306, 1.102393, 0.086718], [-1.407779, 0.716219, 0.039604], [-1.507731, -0.652923, 0.055491], [-2.507941, -1.342833, 0.116406], [-0.176575, -1.068361, -0.003212], [2.425284, -0.631693, -0.790298], [2.579762, 0.657570, 0.231957], [-0.020741, 2.136794, -0.248493], [-2.202755, 1.306391, 0.242558], [0.088436, -2.020967, 0.177794]], "forces_ev_per_angstrom": [[0.19, 0.08, -0.24], [-0.34, -0.09, 0.19], [-1.33, 1.89, -0.97], [-0.22, -0.93, 0.30], [-0.13, 0.08, 0.02], [0.23, -0.04, 0.00], [0.06, -0.46, 0.09], [0.01, 0.00, 0.09], [-0.07, -0.14, 0.00], [1.37, -0.18, 0.57], [0.29, -0.19, -0.08], [-0.06, -0.01, 0.03]], "mulliken_charge": [-0.532, 0.414, -0.529, -0.067, 0.207, -0.634, -0.109, 0.261, 0.249, 0.306, 0.212, 0.223]}

=====

{"formula": "C3H5N3O", "method": "ωB97M-V/def2-TZVPD", "e_above_lowest_kcal_mol": 140.15, "homo_ha": [-0.30575, -0.31026], "lumo_ev": [-1.1, -1.1], "largest_force_ev_per_a": 1.5, "symbols": ["C", "N", "C", "C", "N", "N", "O", "H", "H", "H", "H", "H"], "coordinates": [[0.908593, -0.352140, -0.184406], [2.085522, 0.058707, 0.271632], [-0.470429, 1.091399, 0.128939], [-1.176176, -0.438690, -0.518797], [0.239091, -1.283385, -0.612815], [-2.104414, -0.750820, 0.318301], [-0.441377, 2.127043, -0.495622], [2.730295, -0.613541, 0.663080], [2.303375, 1.043333, 0.271281], [-2.208669, -1.747020, 0.496286], [-0.574522, 1.063152, 1.236934], [-1.291290, -0.198039, -1.574811]], "forces_ev_per_angstrom": [[-1.36, -0.17, -0.60], [-0.01, 0.08, 0.11], [0.29, 0.21, -0.29], [0.41, -0.34, 0.60], [0.24, -0.05, 0.20], [-0.15, 0.22, -0.85], [-0.04, -0.47, 0.23], [-0.07, 0.18, -0.05], [0.02, -0.18, 0.04], [0.49, 0.01, 0.39], [-0.04, -0.01, 0.00], [0.23, 0.50, 0.20]], "mulliken_charge": [0.541, -0.415, -0.173, 0.289, -0.536, -0.668, -0.495, 0.236, 0.250, 0.245, 0.388, 0.339]}

=====

{"formula": "C3H5N3O", "method": "ωB97M-V/def2-TZVPD", "e_above_lowest_kcal_mol": 109.61, "homo_ha": -0.34902, "lumo_ev": 0.5, "smiles": "CNc1cnon1", "largest_force_ev_per_a": 6.4, "symbols": ["C", "C", "C", "H", "H", "H", "H", "H", "N", "N", "N", "O"], "coordinates": [[1.667238, 0.191582, 0.282075], [-0.599299, -0.374122, -0.382963], [-1.193179, 0.809699, -0.277599], [1.883157, 0.189257, 1.410776], [1.406067, 1.186288, -0.215390], [2.611534, -0.261329, -0.284062], [0.821901, -1.595826, 0.087044], [-0.663502, 1.826609, -0.332571], [0.720819, -0.749202, -0.424335], [-2.509684, 0.723207, -0.024698], [-1.498988, -1.313282, -0.037981], [-2.646065, -0.632877, 0.199702]], "forces_ev_per_angstrom": [[2.09, -0.46, -3.31], [-0.41, -4.81, 2.24], [-1.87, 6.07, -0.33], [-1.16, -0.09, -1.61], [1.00, -1.02, 1.35], [-1.15, 1.83, 1.73], [-0.24, -1.21, -0.17], [-1.33, -1.67, -0.17], [0.82, 1.11, 1.13], [2.52, -1.45, 0.50], [0.12, 1.27, -0.32], [-0.39, 0.43, -1.03]], "mulliken_charge": [-0.826, 0.663, -0.212, 0.228, 0.354, 0.282, 0.301, 0.256, -0.358, -0.320, -0.337, -0.032]}